Here is a structure of composition C38H31N8Ti from OMol25. Energies are from the ωB97M-V functional and the def2-TZVPD basis.

Properties
- Total charge: +3
- E: -74924.89137 eV
- HOMO-LUMO gap: 4.582 eV
- Relative energy (zero: lowest compared OMol25 entry of this formula, charge and spin): 1.6 kcal/mol
- LUMO energy: -10.47 eV

Each line ends with the Mulliken charge.
Positions of all 78 atoms, in Å:
Ti  0.034  0.421  0.257  -1.83
C  -0.864  1.480  5.337  -0.71
C  -1.624  0.590  4.593  -0.92
C  -1.650  0.687  3.207  -0.15
C  -0.902  1.675  2.578  -0.34
C  -0.142  2.580  3.321  -0.18
C  -0.128  2.478  4.700  -0.93
N  -0.903  1.762  1.141  2.02
C  -1.252  2.977  0.524  -0.02
C  -2.014  3.987  1.099  -0.86
C  -2.290  5.119  0.347  -0.72
C  -1.813  5.274  -0.961  -0.76
C  -1.040  4.291  -1.535  -0.77
C  -0.766  3.146  -0.780  0.72
N  0.043  2.078  -1.149  1.88
N  0.668  2.074  -2.229  -1.39
C  1.473  0.919  -2.358  0.14
C  2.271  0.758  -3.470  -0.67
C  3.089  -0.366  -3.535  -0.41
C  3.078  -1.271  -2.483  -0.94
C  2.243  -1.035  -1.402  -0.19
N  1.443  0.037  -1.336  0.76
H  -0.858  1.414  6.416  0.49
H  -2.220  -0.162  5.093  0.57
H  -2.273  0.031  2.609  0.43
H  0.419  3.358  2.818  0.60
H  0.446  3.184  5.285  0.50
H  -2.391  3.890  2.108  0.55
H  -2.890  5.905  0.786  0.50
H  -2.046  6.172  -1.515  0.47
H  -0.640  4.390  -2.535  0.55
H  2.249  1.507  -4.249  0.60
H  3.730  -0.526  -4.392  0.46
H  3.704  -2.151  -2.494  0.49
H  2.206  -1.725  -0.568  0.48
C  -2.893  -0.919  -2.729  -1.10
C  -3.316  -2.148  -2.246  -0.67
C  -2.827  -2.590  -1.027  -0.68
C  -1.907  -1.809  -0.351  0.66
N  -1.477  -0.621  -0.830  1.46
C  -1.989  -0.182  -1.992  -0.20
C  -1.269  -2.206  0.916  0.33
C  -1.650  -3.274  1.714  -0.73
C  -0.933  -3.525  2.873  -1.38
C  0.147  -2.717  3.215  -0.83
C  0.470  -1.665  2.382  0.57
N  -0.235  -1.420  1.260  1.07
C  1.578  -0.706  2.587  0.39
C  2.505  -0.758  3.609  -0.62
C  3.514  0.197  3.652  -0.89
C  3.571  1.176  2.670  -1.02
C  2.606  1.173  1.681  -0.26
N  1.631  0.257  1.642  0.71
H  -3.262  -0.529  -3.667  0.50
H  -4.024  -2.747  -2.800  0.56
H  -3.150  -3.538  -0.623  0.48
H  -1.662  0.785  -2.345  0.39
H  -2.491  -3.896  1.443  0.52
H  -1.212  -4.353  3.512  0.51
H  0.712  -2.912  4.115  0.58
H  2.456  -1.533  4.361  0.53
H  4.252  0.171  4.442  0.51
H  4.348  1.927  2.667  0.52
H  2.606  1.924  0.897  0.60
N  -4.122  1.055  0.536  -0.22
C  -4.931  -0.043  0.166  0.31
C  -5.610  -0.063  -1.048  -0.32
C  -6.326  -1.188  -1.429  -0.80
C  -6.372  -2.309  -0.608  -0.62
C  -5.716  -2.280  0.618  -0.94
C  -4.998  -1.158  1.004  -0.29
H  -4.219  1.288  1.519  0.28
H  -4.350  1.899  0.022  0.26
H  -5.602  0.816  -1.684  0.45
H  -6.874  -1.180  -2.363  0.46
H  -6.951  -3.175  -0.897  0.45
H  -5.791  -3.126  1.290  0.49
H  -4.514  -1.130  1.975  0.55

=====

Here is an isolated molecule of C3H2BrF3 in a non-equilibrium geometry from OMol25. Energies are from the ωB97M-V functional and the def2-TZVPD basis.

Properties
- E: -81335.33130 eV
- HOMO-LUMO gap: 9.109 eV
- Relative energy (zero: lowest compared OMol25 entry of this formula, charge and spin): 52.1 kcal/mol
- Structure (SMILES): FC/C(F)=C(/F)Br
- LUMO energy: 0.10 eV

Each line ends with the Mulliken charge.
Positions of all 9 atoms, in Å:
F  -1.082  1.706  1.158  -0.29
C  -0.714  0.938  0.036  -0.42
C  -0.271  -0.421  0.427  0.38
F  -0.854  -1.119  1.409  -0.23
C  1.075  -0.980  -0.164  0.20
F  1.529  -2.218  0.080  -0.19
Br  1.608  -0.252  -1.791  -0.11
H  0.094  1.471  -0.412  0.30
H  -1.386  0.874  -0.742  0.37

=====

Here is a cluster of 8 separate species, C48H90N3O26P5 in total in a non-equilibrium geometry from OMol25. Energies are from the ωB97M-V functional and the def2-TZVPD basis.

Properties
- E: -155387.84649 eV
- HOMO-LUMO gap: 8.988 eV
- Structure (SMILES): O=[N+]([O-])c1ccccc1.O=[N+]([O-])c1ccccc1.O=[N+]([O-])c1ccccc1.CCOP(=O)(OCC)OCC.CCOP(=O)(OCC)OCC.CCOP(=O)(OCC)OCC.CCOP(=O)(OCC)OCC.CCOP(=O)(OCC)OCC
- LUMO energy: -1.12 eV

Each line ends with the Mulliken charge.
Positions of all 172 atoms, in Å:
O  2.826  -2.855  -0.099  -0.44
N  3.125  -3.263  -1.236  0.93
O  4.188  -3.014  -1.818  -0.59
C  2.113  -4.092  -1.958  -0.41
C  2.096  -4.094  -3.374  -0.12
C  1.261  -4.863  -4.146  -0.85
C  0.316  -5.640  -3.432  0.14
C  0.352  -5.731  -2.020  -1.11
C  1.107  -4.818  -1.266  0.58
H  2.744  -3.404  -3.894  0.48
H  1.142  -4.718  -5.210  0.45
H  -0.426  -6.135  -4.040  0.31
H  -0.369  -6.312  -1.465  0.54
H  0.972  -4.714  -0.200  0.13
O  3.339  0.382  3.038  -0.60
N  2.565  0.418  4.022  1.00
O  2.617  1.306  4.852  -0.58
C  1.526  -0.635  4.226  0.07
C  0.680  -0.585  5.385  -0.66
C  -0.178  -1.667  5.604  -0.50
C  -0.212  -2.732  4.709  -0.43
C  0.584  -2.759  3.599  -0.24
C  1.474  -1.736  3.406  -0.25
H  0.682  0.310  5.989  0.57
H  -0.911  -1.599  6.394  0.39
H  -0.796  -3.589  5.011  0.43
H  0.631  -3.589  2.909  0.35
H  2.203  -1.802  2.612  0.44
O  -1.287  -0.932  1.443  -0.44
N  -0.625  -1.489  0.565  1.05
O  -0.462  -2.731  0.410  -0.38
C  -0.060  -0.640  -0.455  -0.63
C  0.084  0.720  -0.217  -0.05
C  0.479  1.496  -1.295  0.02
C  0.761  0.938  -2.527  -1.24
C  0.752  -0.412  -2.700  -0.71
C  0.228  -1.206  -1.695  0.70
H  -0.216  1.198  0.704  0.55
H  0.580  2.569  -1.224  0.11
H  1.356  1.462  -3.261  0.31
H  1.184  -0.741  -3.634  0.55
H  0.140  -2.277  -1.804  -0.01
C  -4.411  3.763  7.953  -1.17
C  -4.424  3.633  6.425  -0.32
O  -3.225  3.023  6.040  -0.11
P  -1.775  3.707  6.171  0.56
O  -1.743  5.147  5.842  -0.83
O  -0.873  2.760  5.191  0.02
C  -1.174  2.708  3.780  -0.26
C  -2.097  1.427  3.724  -0.55
O  -1.309  3.296  7.630  -0.34
C  -1.454  1.932  8.052  0.43
C  -0.456  1.623  9.211  -1.51
H  -5.316  4.286  8.261  0.43
H  -4.471  2.800  8.461  0.26
H  -3.569  4.347  8.324  0.33
H  -5.320  3.066  6.169  0.30
H  -4.463  4.608  5.938  0.35
H  -1.624  3.628  3.408  0.31
H  -0.264  2.439  3.245  0.16
H  -1.490  0.553  3.961  -0.03
H  -3.011  1.488  4.315  0.32
H  -2.430  1.122  2.732  0.34
H  -2.493  1.774  8.339  0.07
H  -1.495  1.253  7.200  0.11
H  -0.579  0.577  9.491  0.38
H  0.614  1.728  9.027  0.34
H  -0.788  2.282  10.012  0.41
C  3.554  4.909  -2.424  -0.85
C  4.948  4.579  -1.842  -0.20
O  4.908  3.199  -1.516  0.16
P  6.363  2.595  -1.187  0.51
O  7.051  3.033  0.045  -0.73
O  5.962  1.006  -1.194  -0.28
C  5.179  0.378  -0.095  -0.79
C  3.675  0.563  -0.095  -0.02
O  7.159  2.826  -2.636  -0.32
C  8.534  2.548  -2.683  -0.27
C  9.255  3.796  -3.316  -1.25
H  3.242  4.125  -3.115  0.42
H  2.726  5.012  -1.723  -0.23
H  3.540  5.806  -3.043  0.40
H  5.663  4.611  -2.664  0.30
H  5.299  5.290  -1.094  0.35
H  5.380  -0.691  -0.169  0.38
H  5.579  0.655  0.881  0.36
H  3.469  1.591  0.200  0.35
H  3.221  0.203  -1.018  0.11
H  3.079  0.059  0.665  -0.07
H  8.991  2.427  -1.701  0.34
H  8.620  1.616  -3.241  0.32
H  10.270  3.521  -3.605  0.40
H  8.730  4.296  -4.130  0.31
H  9.513  4.601  -2.627  0.32
C  -1.040  -5.921  1.742  -0.89
C  -2.109  -5.369  0.810  0.84
O  -2.689  -6.475  0.088  -0.26
P  -4.284  -6.737  0.167  1.15
O  -5.032  -5.508  -0.179  -0.77
O  -4.530  -7.944  -0.892  -0.41
C  -4.745  -7.567  -2.279  -0.67
C  -3.380  -7.268  -2.915  -0.24
O  -4.609  -7.444  1.568  -0.38
C  -5.970  -7.759  1.929  -0.20
C  -6.675  -6.569  2.537  -1.04
H  -1.344  -6.863  2.198  0.47
H  -0.101  -6.084  1.212  0.26
H  -0.818  -5.193  2.523  -0.07
H  -2.855  -4.757  1.317  0.60
H  -1.609  -4.721  0.089  -1.05
H  -5.153  -8.424  -2.815  0.39
H  -5.459  -6.750  -2.382  0.29
H  -2.655  -7.976  -2.511  0.33
H  -3.390  -7.465  -3.987  0.36
H  -2.966  -6.307  -2.610  -0.23
H  -6.431  -8.161  1.027  0.31
H  -6.001  -8.502  2.726  0.27
H  -6.672  -5.783  1.781  0.25
H  -7.691  -6.684  2.916  0.39
H  -6.078  -6.175  3.359  0.27
C  -1.026  10.112  0.575  -1.12
C  0.246  9.384  0.934  -0.02
O  1.272  9.325  -0.055  -0.33
P  1.128  8.244  -1.292  0.68
O  -0.087  8.364  -2.147  -0.77
O  2.585  8.384  -2.056  -0.30
C  3.803  8.280  -1.305  0.11
C  4.872  8.592  -2.322  -1.39
O  1.362  6.890  -0.467  -0.17
C  0.171  6.049  -0.362  -0.37
C  0.629  4.849  0.433  -1.09
H  -1.596  9.598  -0.199  0.29
H  -1.809  10.195  1.329  0.42
H  -0.761  11.146  0.355  0.27
H  0.632  9.777  1.874  0.40
H  -0.028  8.370  1.226  0.03
H  3.724  9.005  -0.495  0.46
H  4.015  7.328  -0.818  0.10
H  4.507  8.223  -3.281  0.31
H  4.910  9.676  -2.432  0.40
H  5.887  8.283  -2.076  0.36
H  -0.736  6.448  0.092  0.58
H  -0.040  5.735  -1.384  0.37
H  1.578  4.358  0.215  0.20
H  0.728  5.250  1.442  0.32
H  -0.093  4.034  0.399  0.34
C  -3.111  -1.867  -2.193  -1.65
C  -2.544  -3.198  -2.629  1.09
O  -2.134  -3.192  -3.956  0.99
P  -3.206  -3.573  -5.153  -0.30
O  -4.561  -3.732  -4.609  -0.74
O  -2.462  -4.868  -5.723  0.04
C  -3.045  -5.686  -6.647  -0.35
C  -2.185  -6.958  -6.822  -1.23
O  -3.046  -2.527  -6.334  -0.36
C  -1.754  -1.948  -6.715  -0.24
C  -1.403  -0.692  -5.842  -0.73
H  -3.126  -1.772  -1.107  0.40
H  -2.605  -0.969  -2.546  0.23
H  -4.120  -1.704  -2.574  0.48
H  -1.723  -3.493  -1.975  -1.01
H  -3.320  -3.936  -2.431  0.57
H  -4.002  -6.056  -6.281  0.31
H  -3.278  -5.285  -7.634  0.35
H  -2.721  -7.748  -7.347  0.36
H  -1.209  -6.803  -7.281  0.35
H  -1.990  -7.460  -5.875  0.23
H  -0.894  -2.616  -6.675  0.14
H  -1.869  -1.637  -7.754  0.46
H  -0.920  -1.045  -4.932  -0.06
H  -0.809  0.004  -6.434  0.45
H  -2.386  -0.280  -5.613  0.29

=====

Here is an isolated molecule of C6H8OS in a non-equilibrium geometry from OMol25. Energies are from the ωB97M-V functional and the def2-TZVPD basis.

Properties
- E: -19232.18932 eV
- HOMO-LUMO gap: 7.913 eV
- Relative energy (zero: lowest compared OMol25 entry of this formula, charge and spin): 47.8 kcal/mol
- Structure (SMILES): C=C[C@H](O)/C=C/C=S
- LUMO energy: -0.95 eV

Each line ends with the Mulliken charge.
Positions of all 16 atoms, in Å:
C  -1.224  -1.851  -0.697  -0.70
C  -1.319  -0.678  -1.293  -0.37
C  -0.654  0.593  -0.776  0.32
O  -0.355  1.304  -1.960  -0.56
C  0.544  0.295  0.051  -0.51
C  0.660  0.589  1.338  0.01
C  1.831  0.345  2.190  -0.33
S  3.249  -0.256  1.641  -0.24
H  -0.603  -2.092  0.175  0.30
H  -1.713  -2.696  -1.184  0.26
H  -1.917  -0.487  -2.190  0.30
H  -1.336  1.205  -0.143  0.25
H  -0.044  2.170  -1.660  0.33
H  1.362  -0.165  -0.524  0.39
H  -0.185  1.118  1.791  0.23
H  1.706  0.607  3.241  0.30